(1)
2 unconnected molecules or ions with the total composition C12H28N3O7S2 at a distorted geometry, computed with wB97M-V/def2-TZVPD.

CARTESIAN COORDINATES (ANGSTROEM)
1 C 5.80 -3.15 2.17
2 C 4.52 -2.20 1.95
3 O 4.74 -0.97 1.82
4 N 3.16 -2.74 1.85
5 C 2.91 -3.39 0.53
6 C 1.76 -2.53 -0.23
7 C 2.26 -1.06 -0.61
8 C 1.76 0.10 0.36
9 S -0.06 0.47 0.25
10 O -0.41 1.75 0.99
11 O -0.35 0.77 -1.23
12 N -1.07 -0.85 0.67
13 S -0.91 -1.30 2.31
14 O 0.51 -1.57 2.77
15 O -1.51 -0.31 3.30
16 C -1.84 -2.91 2.56
17 C -1.91 -3.82 1.24
18 O -3.32 -4.21 1.03
19 H 5.53 -4.06 2.82
20 H 6.65 -2.54 2.63
21 H 6.07 -3.57 1.14
22 H 2.98 -3.39 2.64
23 H 2.54 -4.46 0.59
24 H 3.85 -3.35 -0.12
25 H 1.44 -3.03 -1.22
26 H 0.85 -2.56 0.45
27 H 2.04 -0.75 -1.69
28 H 3.41 -1.08 -0.52
29 H 2.10 -0.02 1.45
30 H 2.28 1.07 0.01
31 H -1.22 -3.51 3.33
32 H -2.85 -2.74 3.05
33 H -1.36 -4.81 1.45
34 H -1.46 -3.35 0.31
35 H -3.60 -3.61 0.30
36 C -1.22 4.95 -1.75
37 C -2.48 5.45 -2.45
38 C -3.76 4.71 -1.99
39 O -3.93 3.42 -2.57
40 C -3.23 2.39 -1.89
41 N -2.30 5.36 -3.90
42 H -0.90 3.97 -2.12
43 H -0.39 5.64 -1.93
44 H -1.37 4.87 -0.67
45 H -2.60 6.50 -2.18
46 H -4.62 5.30 -2.33
47 H -3.83 4.66 -0.90
48 H -3.21 2.54 -0.80
49 H -2.21 2.29 -2.27
50 H -3.75 1.45 -2.09
51 H -3.11 5.78 -4.36
52 H -2.36 4.38 -4.15

Its LUMO energy is 2.54 eV. The HOMO-LUMO gap is 0.30117 Ha. For the highest occupied orbital energy, the calculation gives -5.65 eV. The net charge is -1.

Atomic partial charges in e from the Löwdin method, atoms 1 to 6: C -0.034; C -0.411; O 0.028; N 0.006; C -0.200; C -0.183

---

(2)
A molecular structure, C3H4LiO2Pr at a distorted geometry, computed with wB97M-V/def2-TZVPD.

CARTESIAN COORDINATES (ANGSTROEM)
1 O 0.56 1.69 -0.74
2 Li -0.20 0.90 -2.25
3 C 0.69 1.22 0.40
4 O 0.59 -0.15 0.51
5 C 0.39 -0.93 -0.62
6 C -0.67 -1.74 -0.75
7 H 1.22 -0.90 -1.32
8 H -0.75 -2.38 -1.63
9 H -1.30 -2.01 0.11
10 Pr 0.65 2.67 2.95
11 H -1.19 1.63 3.34

Its LUMO energy (spin up / spin down) is -3.65 / -3.67 eV. The HOMO-LUMO gap (spin up / spin down) is 0.23932 / 0.27792 Ha. Its expectation value of S² is 3.753. For the highest occupied orbital energy (spin up / spin down), the calculation gives -10.16 / -11.23 eV. The spin multiplicity is 4. The net charge is +1.

Atomic partial charges in e from the Löwdin method, atoms 1 to 6: O -0.194; Li 0.801; C -0.425; O -0.117; C -0.270; C 0.073

---

(3)
A molecular structure, C32H54BaN5O6P2SSi3 at a distorted geometry, computed with wB97M-V/def2-TZVPD.

CARTESIAN COORDINATES (ANGSTROEM)
1 Ba 0.68 -0.60 0.34
2 N -2.68 -3.80 -0.11
3 C -1.21 -3.79 0.28
4 C -0.82 -5.24 0.58
5 P -0.26 -3.32 -1.26
6 O -1.05 -1.95 -1.71
7 O -0.50 -4.42 -2.22
8 O 1.10 -2.87 -0.80
9 P -1.27 -2.86 1.91
10 O 0.23 -3.06 2.49
11 O -2.31 -3.59 2.66
12 O -1.33 -1.40 1.61
13 H -2.84 -4.49 -0.84
14 H -2.98 -2.87 -0.44
15 H -3.22 -4.01 0.75
16 H -1.01 -5.88 -0.28
17 H -1.35 -5.61 1.46
18 H 0.25 -5.28 0.78
19 H -0.60 -1.53 -2.47
20 H 0.31 -3.77 3.14
21 C -4.08 -0.77 -0.02
22 Si -3.97 1.12 0.32
23 C -3.33 1.77 -1.34
24 C -5.78 1.71 0.40
25 C -2.91 1.59 1.68
26 Si -3.25 0.93 3.33
27 C -4.49 -0.51 3.35
28 C -4.06 2.22 4.48
29 C -1.76 0.28 4.31
30 Si -1.94 3.08 1.61
31 C -2.91 4.71 1.50
32 C -0.72 3.31 3.04
33 C -0.67 3.27 0.15
34 C -0.62 4.41 -0.65
35 C 0.43 4.62 -1.53
36 C 1.44 3.67 -1.59
37 C 1.31 2.54 -0.80
38 N 0.30 2.33 0.04
39 H -3.84 -1.33 0.88
40 H -5.07 -1.08 -0.39
41 H -3.34 -0.96 -0.80
42 H -3.90 1.36 -2.17
43 H -2.29 1.42 -1.41
44 H -3.33 2.86 -1.42
45 H -6.35 1.39 -0.48
46 H -5.80 2.80 0.45
47 H -6.29 1.34 1.29
48 H -5.33 -0.38 2.66
49 H -4.90 -0.60 4.36
50 H -3.99 -1.45 3.11
51 H -5.05 2.49 4.09
52 H -3.48 3.15 4.54
53 H -4.18 1.83 5.49
54 H -1.74 -0.81 4.28
55 H -1.81 0.58 5.36
56 H -0.81 0.63 3.90
57 H -3.63 4.72 2.33
58 H -3.50 4.76 0.58
59 H -2.29 5.61 1.58
60 H -1.20 3.17 4.02
61 H -0.29 4.32 3.01
62 H 0.10 2.60 2.96
63 H -1.40 5.15 -0.56
64 H 0.48 5.51 -2.14
65 H 2.30 3.79 -2.24
66 H 2.09 1.78 -0.80
67 N 3.66 -0.87 -3.29
68 C 4.49 -1.98 -3.03
69 C 5.75 -1.79 -2.51
70 C 6.58 -2.87 -2.25
71 C 6.14 -4.16 -2.52
72 C 4.86 -4.35 -3.05
73 C 4.04 -3.27 -3.31
74 S 2.44 -3.56 -4.00
75 N 1.67 -2.05 -3.87
76 C 2.31 -1.00 -3.59
77 C 1.57 0.29 -3.75
78 C 2.17 1.32 -4.47
79 C 1.41 2.44 -4.79
80 C 0.09 2.49 -4.38
81 C -0.40 1.43 -3.62
82 N 0.32 0.36 -3.30
83 H 3.91 -0.02 -2.82
84 H 6.08 -0.78 -2.28
85 H 7.56 -2.71 -1.83
86 H 6.77 -5.01 -2.32
87 H 4.50 -5.35 -3.24
88 H 3.18 1.22 -4.83
89 H 1.84 3.24 -5.37
90 H -0.54 3.33 -4.60
91 H -1.41 1.46 -3.24
92 C 5.30 0.17 2.45
93 C 4.08 -0.41 1.72
94 C 4.56 -1.16 0.47
95 C 3.02 0.63 1.33
96 H 6.03 -0.60 2.75
97 H 4.99 0.71 3.34
98 H 5.82 0.89 1.80
99 H 3.63 -1.15 2.40
100 H 4.95 -0.43 -0.25
101 H 3.75 -1.71 -0.01
102 H 5.36 -1.87 0.69
103 H 3.54 1.39 0.72
104 H 2.69 1.17 2.23

Its LUMO energy is 1.99 eV. The HOMO-LUMO gap is 0.21152 Ha. For the highest occupied orbital energy, the calculation gives -3.77 eV. As for the energy above the lowest of the compared OMol25 structures with the same formula, charge and spin: 32.10 kcal/mol. The net charge is -1.

Atomic partial charges in e from the Löwdin method, atoms 1 to 6: Ba 1.834; N 0.175; C -0.488; C -0.097; P 0.231; O -0.258

---

(4)
10 unconnected molecules or ions with the total composition C18H41BF4N15O6 at a distorted geometry, computed with wB97M-V/def2-TZVPD.

CARTESIAN COORDINATES (ANGSTROEM)
1 B 4.09 25.59 19.06
2 F 3.27 24.42 19.02
3 F 3.60 26.28 20.15
4 F 5.43 25.24 19.12
5 F 3.79 26.36 17.96
6 C 0.23 27.27 19.71
7 O -1.00 27.27 19.48
8 N 0.96 26.41 20.45
9 N 1.10 27.96 18.91
10 H 0.44 25.80 21.06
11 H 1.97 26.36 20.49
12 H 0.87 28.44 18.05
13 H 2.06 27.74 19.10
14 C 6.90 25.82 22.14
15 O 7.44 26.31 23.15
16 N 5.84 25.01 22.24
17 N 7.26 26.24 20.89
18 H 5.52 24.75 23.15
19 H 5.45 24.90 21.33
20 H 8.10 26.78 20.87
21 H 6.73 25.89 20.08
22 C 3.98 23.54 24.83
23 O 4.44 22.46 24.50
24 N 3.47 24.42 23.92
25 N 4.09 24.05 26.06
26 H 3.37 24.15 22.96
27 H 3.22 25.36 24.17
28 H 3.71 24.98 26.12
29 H 4.59 23.51 26.74
30 C 3.26 21.27 20.02
31 O 3.15 20.18 20.61
32 N 2.27 22.18 19.99
33 N 4.33 21.62 19.32
34 H 1.36 21.95 20.33
35 H 2.49 23.13 19.70
36 H 4.81 20.82 18.94
37 H 4.47 22.55 18.95
38 C 9.12 23.82 18.20
39 O 9.89 23.21 18.93
40 N 9.49 24.82 17.42
41 N 7.77 23.66 18.13
42 H 8.78 25.35 16.94
43 H 10.40 25.24 17.53
44 H 7.33 22.99 18.74
45 H 7.35 23.93 17.25
46 C 0.08 23.83 16.79
47 O 0.69 22.82 16.47
48 N -1.00 24.32 16.16
49 N 0.43 24.57 17.88
50 H -1.46 23.58 15.65
51 H -1.46 25.02 16.71
52 H -0.13 25.35 18.19
53 H 1.30 24.34 18.32
54 C 4.11 29.44 20.58
55 C 2.89 30.40 20.57
56 C 2.91 31.54 21.52
57 C 3.08 31.23 22.97
58 N 3.05 31.07 24.11
59 H 4.19 28.88 19.66
60 H 4.10 28.72 21.40
61 H 5.02 30.04 20.66
62 H 1.88 29.99 20.42
63 H 2.89 30.83 19.56
64 H 2.15 32.31 21.47
65 H 3.79 32.19 21.40
66 N 0.49 27.81 15.31
67 C 1.83 27.79 15.51
68 C 2.44 28.69 14.61
69 C 1.36 29.34 14.01
70 C 0.17 28.69 14.30
71 H -0.12 27.24 15.87
72 H 2.30 27.34 16.37
73 H 3.47 28.98 14.72
74 H 1.40 30.22 13.39
75 H -0.84 28.83 13.94
76 N 4.52 23.98 15.82
77 C 5.40 22.92 15.85
78 C 6.20 23.08 14.71
79 C 5.63 24.13 14.00
80 C 4.64 24.72 14.70
81 H 3.86 24.20 16.55
82 H 5.48 22.19 16.64
83 H 7.02 22.44 14.43
84 H 5.94 24.51 13.04
85 H 4.04 25.61 14.58

Its LUMO energy is 2.14 eV. The HOMO-LUMO gap is 0.31608 Ha. For the highest occupied orbital energy, the calculation gives -6.46 eV. As for the energy above the lowest of the compared OMol25 structures with the same formula, charge and spin: 0.00 kcal/mol. The net charge is -1.

Atomic partial charges in e from the Löwdin method, atoms 1 to 6: B -1.319; F 0.060; F 0.118; F 0.141; F 0.153; C -0.666

---

(5)
A single C7H7ClN4 molecule at a distorted geometry, computed with wB97M-V/def2-TZVPD.

CARTESIAN COORDINATES (ANGSTROEM)
1 C 2.79 1.31 -1.23
2 C 2.15 0.33 -0.56
3 C 0.87 2.12 -0.77
4 C -0.12 0.35 0.49
5 C -2.44 -0.96 0.25
6 C -0.06 -1.09 0.87
7 C -1.48 -1.51 1.26
8 N 1.96 2.41 -1.37
9 N -2.13 0.69 -1.45
10 N -2.18 0.00 -0.54
11 N 0.90 0.84 -0.22
12 Cl -4.15 -1.24 0.53
13 H 3.78 1.33 -1.62
14 H 2.47 -0.65 -0.27
15 H -0.01 2.72 -0.70
16 H 0.33 -1.72 0.07
17 H 0.61 -1.20 1.73
18 H -1.73 -1.13 2.25
19 H -1.57 -2.60 1.28

Its LUMO energy is -0.71 eV. The HOMO-LUMO gap is 0.27435 Ha. For the highest occupied orbital energy, the calculation gives -8.18 eV. As for the energy above the lowest of the compared OMol25 structures with the same formula, charge and spin: 46.56 kcal/mol.

Atomic partial charges in e from the Löwdin method, atoms 1 to 6: C -0.115; C -0.052; C -0.146; C 0.004; C -0.726; C -0.203

---

(6)
A molecular structure, C5H12O3Sn at a distorted geometry, computed with wB97M-V/def2-TZVPD.

CARTESIAN COORDINATES (ANGSTROEM)
1 C 1.87 -2.09 1.01
2 C 0.59 -1.58 1.56
3 O -0.48 -2.38 1.62
4 Sn -1.58 -2.81 3.11
5 H 1.71 -2.86 0.25
6 H 2.47 -2.49 1.84
7 H 2.41 -1.26 0.54
8 H 0.59 -0.81 2.35
9 O -0.16 -0.71 0.16
10 H -1.04 -1.69 0.48
11 C 0.00 2.46 -2.60
12 O 0.20 1.71 -1.43
13 C -0.99 1.35 -0.79
14 C -0.68 0.57 0.46
15 H 0.98 2.70 -3.03
16 H -0.59 1.90 -3.34
17 H -0.53 3.41 -2.38
18 H -1.63 0.76 -1.46
19 H -1.56 2.25 -0.50
20 H -1.61 0.47 1.06
21 H 0.04 1.10 1.09

Its LUMO energy (spin up / spin down) is -5.10 / -4.97 eV. The HOMO-LUMO gap (spin up / spin down) is 0.21729 / 0.29347 Ha. Its expectation value of S² is 0.753. For the highest occupied orbital energy (spin up / spin down), the calculation gives -11.02 / -12.96 eV. The spin multiplicity is 2. As for the energy above the lowest of the compared OMol25 structures with the same formula, charge and spin: 40.32 kcal/mol. The net charge is +1.

Atomic partial charges in e from the Löwdin method, atoms 1 to 6: C 0.008; C -0.310; O -0.608; Sn 1.081; H 0.113; H 0.113

---

(7)
A gas-phase ion, C3H3O4 (charge -1) at a distorted geometry, computed with wB97M-V/def2-TZVPD.

CARTESIAN COORDINATES (ANGSTROEM)
1 C -2.02 -1.16 1.20
2 C -0.95 0.06 1.23
3 C -0.01 -0.12 0.12
4 O -2.84 -0.72 0.40
5 O -1.81 -2.20 1.77
6 O -1.15 1.31 1.66
7 O -1.89 1.97 2.69
8 H -0.50 -0.84 -0.71
9 H 0.73 -0.60 0.63
10 H 0.37 0.79 -0.19

Its LUMO energy is 3.96 eV. The HOMO-LUMO gap is 0.30528 Ha. For the highest occupied orbital energy, the calculation gives -4.35 eV. As for the energy above the lowest of the compared OMol25 structures with the same formula, charge and spin: 112.08 kcal/mol. The net charge is -1.

Atomic partial charges in e from the Löwdin method, atoms 1 to 6: C -0.737; C -0.133; C -0.025; O 0.014; O 0.023; O -0.155